# 1
Density functional theory data (the ωB97M-V functional and the def2-TZVPD basis) for a cluster of 15 separate species, C65H172N12O22 in total.

- HOMO: -8.243 eV
- Orbital gap: 8.720 eV
- Net charge: 0
- E: -4891.2429 a.u.
- Energy relative to the best compared isomer or geometry (same formula, charge and spin): 157.5 kcal per mole

Atoms and positions in Å:
C -3.7416 4.8153 -3.7344
O -5.0690 4.4720 -3.3630
H -3.5888 5.8886 -3.6211
H -2.8671 4.3822 -3.2489
H -3.5385 4.5965 -4.7828
H -5.6335 4.5901 -4.1305
C -6.9040 -1.7745 -4.7896
O -7.2054 -1.8137 -6.1675
H -6.2422 -2.5423 -4.3888
H -6.5234 -0.7632 -4.6464
H -7.8404 -1.7465 -4.2324
H -7.9280 -1.1922 -6.2823
C -0.6039 3.9892 2.3114
O -0.5473 4.1653 0.9476
H -1.0399 4.8103 2.8805
H -1.1114 3.0372 2.4673
H 0.4026 3.8278 2.6975
H -0.0915 3.4453 0.5056
C 0.5717 7.3843 3.1937
O 1.1160 6.6187 4.1810
C 2.4075 6.1834 3.7306
C 3.0270 5.3045 4.9083
N 4.5224 5.3562 4.9934
C 5.2533 5.2923 3.7318
C 5.8837 3.8750 3.7286
O 4.8220 2.8554 3.6077
C 5.2534 1.5090 3.6503
H 1.0821 8.3023 2.9025
H -0.4604 7.6365 3.4369
H 0.4840 6.8213 2.2645
H 3.1105 7.0066 3.6034
H 2.3894 5.5930 2.8145
H 2.8098 4.2925 4.5667
H 2.5882 5.5314 5.8799
H 4.7131 4.4823 5.4625
H 6.0812 6.0006 3.6995
H 4.6471 5.4077 2.8333
H 6.5645 3.7081 4.5633
H 6.5115 3.8082 2.8400
H 4.8619 1.0532 4.5597
H 6.3142 1.2968 3.5172
H 4.6573 0.8673 3.0014
C 3.7397 -11.5127 0.2301
O 3.4810 -10.7014 1.3793
C 4.4536 -9.6351 1.3254
C 4.4296 -8.5247 0.2457
N 3.1586 -7.8589 0.0305
C 2.4840 -7.2283 1.1693
C 1.7138 -5.9566 0.7831
O 2.2303 -5.2814 -0.4362
C 2.2139 -3.9058 -0.3339
H 4.7798 -11.8384 0.2162
H 3.5220 -11.1095 -0.7589
H 3.2172 -12.4685 0.1908
H 5.4709 -10.0261 1.3122
H 4.3855 -9.1850 2.3158
H 4.6450 -8.9335 -0.7416
H 5.1170 -7.7428 0.5687
H 3.1136 -7.2141 -0.7456
H 3.1407 -6.9055 1.9772
H 1.8232 -7.9152 1.6981
H 1.6593 -5.3455 1.6840
H 0.6830 -6.1879 0.5147
H 1.2117 -3.4925 -0.2209
H 2.5957 -3.3516 -1.1913
H 2.6930 -3.5161 0.5643
C -4.6807 0.0123 -2.1938
O -3.2697 0.0789 -1.8795
C -2.9661 1.2622 -1.1677
C -1.5519 1.0677 -0.6796
N -0.5884 0.8738 -1.7647
C 0.6017 0.1976 -1.2931
C 1.5323 1.0680 -0.3496
O 1.1370 1.1965 0.9901
C 2.1279 1.4290 1.8796
H -4.8734 0.8502 -2.8637
H -5.3491 0.2690 -1.3720
H -5.0437 -0.9542 -2.5433
H -3.7076 1.4011 -0.3809
H -2.9552 2.1329 -1.8232
H -1.7316 0.2198 -0.0187
H -1.4040 1.8796 0.0325
H -1.0556 0.4524 -2.5548
H 1.1807 0.0839 -2.2096
H 0.3263 -0.7201 -0.7735
H 1.7154 2.0734 -0.7288
H 2.4856 0.5413 -0.3048
H 1.6478 1.4625 2.8576
H 2.8387 2.2313 1.6818
H 2.6770 0.4879 1.9095
C 7.3639 11.7952 -1.1836
O 7.9428 10.4756 -1.1011
C 7.9849 9.8681 -2.4148
C 7.9265 8.3425 -2.1253
N 6.6245 8.0871 -1.4678
C 6.5207 6.6922 -1.0480
C 5.6111 6.2786 0.1240
O 4.2527 6.0491 -0.2540
C 3.9144 4.6716 -0.5551
H 7.7266 12.3860 -2.0247
H 7.6535 12.2140 -0.2199
H 6.2751 11.7915 -1.2363
H 8.7929 10.1598 -3.0857
H 7.0719 10.1472 -2.9408
H 8.6517 7.9741 -1.3997
H 8.1409 7.7358 -3.0051
H 6.5805 8.7731 -0.7278
H 7.4873 6.3711 -0.6599
H 6.2455 6.0546 -1.8881
H 5.7300 7.0191 0.9151
H 5.9384 5.3771 0.6418
H 2.8483 4.4706 -0.6598
H 4.2620 3.9274 0.1615
H 4.3822 4.2717 -1.4547
C 5.8352 -5.3969 2.4019
O 4.5153 -4.8257 2.6210
C 4.6086 -3.7699 3.5068
C 4.0990 -2.5037 2.6716
N 4.8989 -2.2560 1.4483
C 4.4825 -1.2144 0.6026
C 5.1978 -1.3891 -0.6994
O 4.7896 -0.2755 -1.5630
C 5.5147 -0.2444 -2.7501
H 6.3953 -5.5127 3.3298
H 6.4392 -4.6523 1.8835
H 5.8120 -6.3731 1.9175
H 5.5014 -3.5515 4.0927
H 3.7982 -3.8504 4.2313
H 4.2134 -1.6292 3.3122
H 3.0178 -2.4194 2.5620
H 4.8094 -3.1537 0.9942
H 4.6845 -0.2659 1.1002
H 3.4006 -1.2869 0.4919
H 4.9051 -2.2973 -1.2263
H 6.2741 -1.4636 -0.5439
H 5.4966 0.7380 -3.2220
H 5.1462 -1.0416 -3.3957
H 6.5153 -0.5728 -2.4689
C -2.3801 -0.9428 -4.6313
O -2.0078 -0.9165 -5.9436
C -2.1892 -2.1896 -6.5179
C -1.1280 -2.2476 -7.6275
N 0.2194 -2.2667 -7.0843
C 1.2863 -2.1908 -8.0525
C 2.5905 -2.0580 -7.2729
O 3.3534 -1.2498 -8.0501
C 4.7692 -1.2341 -7.6363
H -3.2583 -1.5625 -4.4501
H -2.6654 0.0231 -4.2144
H -1.6058 -1.3475 -3.9796
H -3.1652 -2.2281 -7.0017
H -2.0847 -2.9686 -5.7626
H -1.2750 -1.3828 -8.2745
H -1.3404 -3.0560 -8.3272
H 0.4222 -1.5328 -6.4208
H 1.0457 -1.3975 -8.7603
H 1.2030 -3.1245 -8.6088
H 3.0913 -3.0250 -7.3207
H 2.5427 -1.7306 -6.2343
H 5.4346 -1.5812 -8.4268
H 4.9458 -1.8688 -6.7679
H 5.1169 -0.2115 -7.4895
C -5.4619 -8.0515 3.4995
O -5.7875 -7.5409 2.2242
C -4.7197 -7.2256 1.3026
C -5.2614 -6.8585 -0.0900
N -6.0964 -5.6457 -0.1045
C -5.3443 -4.4301 -0.3149
C -6.2555 -3.1994 -0.4565
O -6.7132 -2.8169 -1.7958
C -7.5442 -3.8430 -2.3817
H -4.5463 -7.6564 3.9395
H -5.1066 -9.0724 3.3595
H -6.3029 -8.0297 4.1925
H -3.9622 -8.0046 1.2160
H -4.2413 -6.3450 1.7313
H -5.8658 -7.5956 -0.6186
H -4.4846 -6.5699 -0.7980
H -6.6498 -5.5964 0.7389
H -4.7786 -4.5604 -1.2374
H -4.8135 -4.3004 0.6282
H -5.7229 -2.3543 -0.0203
H -7.0777 -3.2879 0.2535
H -8.1568 -4.1488 -1.5336
H -7.0192 -4.7154 -2.7708
H -8.1418 -3.5439 -3.2429
C -8.1462 1.5315 -2.7531
C -9.7449 1.4736 -2.5440
C -10.2490 1.4163 -1.0470
O -9.5937 0.4382 -0.1854
C -10.0712 -0.8943 -0.2964
N -10.3236 2.7755 -3.0953
H -7.9588 1.8303 -3.7845
H -7.7710 0.5143 -2.6408
H -7.4834 1.9632 -2.0032
H -10.1152 0.6507 -3.1554
H -11.2986 1.1616 -1.1935
H -10.1826 2.4377 -0.6722
H -11.1407 -1.0339 -0.4536
H -9.8336 -1.2926 0.6900
H -9.4565 -1.3400 -1.0784
H -11.2894 2.9102 -2.8323
H -9.8695 3.5472 -2.6280
C -3.4676 -4.6383 4.3255
C -2.0269 -4.5490 3.7939
C -1.7459 -3.2797 2.9102
O -2.2270 -3.4591 1.6002
C -2.2350 -2.2179 0.8713
N -1.0874 -4.4115 4.9049
H -3.4427 -5.4801 5.0174
H -4.1537 -4.8380 3.5024
H -3.7761 -3.6386 4.6313
H -1.6997 -5.4240 3.2322
H -0.6685 -3.1592 2.7975
H -1.9950 -2.3101 3.3414
H -2.6221 -2.4694 -0.1161
H -1.2437 -1.8075 0.6787
H -2.8631 -1.4006 1.2258
H -1.2905 -5.2831 5.3731
H -1.5386 -3.7210 5.4877
C 2.9903 3.1878 -3.8229
C 3.2278 2.7318 -5.2646
C 2.1991 1.8927 -5.9456
O 0.8596 2.4934 -5.8903
C -0.2347 1.6894 -6.2981
N 3.6441 3.8757 -5.9664
H 2.0617 3.7584 -3.8338
H 3.7901 3.7330 -3.3218
H 2.7169 2.3142 -3.2312
H 4.1779 2.1978 -5.2827
H 2.2674 0.8613 -5.5999
H 2.4333 1.7955 -7.0057
H -0.8001 2.3540 -6.9513
H -0.9346 1.5775 -5.4699
H -0.0490 0.8052 -6.9078
H 3.9098 3.6313 -6.9097
H 2.8129 4.4477 -6.0118
C 1.1506 1.4557 6.1366
C 2.2249 2.2455 6.9062
C 1.5878 3.2344 7.8616
O 2.5415 4.0372 8.5511
C 1.8164 5.0496 9.2509
N 2.9237 1.1966 7.7114
H 0.5138 0.7793 6.7069
H 1.7116 0.9004 5.3849
H 0.5230 2.0309 5.4559
H 2.9017 2.6793 6.1702
H 0.8049 2.8390 8.5088
H 1.1333 3.9243 7.1505
H 1.2137 5.6930 8.6099
H 2.5446 5.7856 9.5916
H 1.1482 4.7696 10.0652
H 3.3182 1.7628 8.4489
H 2.2045 0.7415 8.2552
C -3.7023 1.0924 3.2617
C -4.7263 0.3844 4.2034
C -5.9430 -0.2877 3.6476
O -6.6894 0.6906 3.0019
C -6.5727 0.6468 1.5232
N -3.8308 -0.6347 4.7412
H -2.8161 1.4109 3.8106
H -4.1142 1.9747 2.7717
H -3.3708 0.3344 2.5520
H -5.0172 1.1031 4.9695
H -6.5092 -0.5709 4.5348
H -5.7078 -1.2105 3.1173
H -6.8260 1.5750 1.0110
H -7.2138 -0.0739 1.0156
H -5.5171 0.5531 1.2683
H -3.1893 -0.3094 5.4503
H -4.3172 -1.3291 5.2901

These are the Löwdin partial charges, in e, on atoms 1 to 4:
1. C -0.1705
2. O -0.1202
3. H 0.0721
4. H 0.0687


# 2
Density functional theory data (the ωB97M-V functional and the def2-TZVPD basis) for the molecule C3H7N3O2.

- HOMO: -9.618 eV
- Orbital gap: 9.978 eV
- Net charge: 0
- E: -433.0799 a.u.
- Energy relative to the best compared isomer or geometry (same formula, charge and spin): 152.4 kcal per mole
- Structure (SMILES): [H]/N=C/N(N)CC(=O)O

Atoms and positions in Å:
C 0.5744 -0.0018 0.7899
C -0.2366 1.2018 0.9674
C -0.1960 -1.4426 -1.0805
H 2.0965 -1.3557 -1.8236
H 1.6942 0.4295 -1.9984
H 1.5737 0.2897 1.2087
H -0.3381 -0.5378 1.5439
H -1.6547 -0.0096 0.8740
H -0.1048 -1.8640 -2.2580
H -2.0097 -2.2606 -1.1683
N 2.0245 -0.4657 -1.2585
N 0.8533 -0.7779 -0.4331
N -1.5210 -1.5941 -0.6910
O -1.6400 0.8814 1.1531
O 0.1894 2.4472 0.8767

These are the Löwdin partial charges, in e, on atoms 1 to 4:
1. C -0.1013
2. C -0.3649
3. C -0.1962
4. H 0.0782


# 3
Density functional theory data (the ωB97M-V functional and the def2-TZVPD basis) for a structure of composition C39H49MoN3P2.

- HOMO (alpha / beta): -12.896 / -12.940 eV
- Orbital gap (alpha / beta): 5.667 / 5.447 eV
- Net charge: +2
- E: -2430.1377 a.u.
- Energy relative to the best compared isomer or geometry (same formula, charge and spin): 33.5 kcal per mole

Atoms and positions in Å:
Mo 0.8492 -0.8112 0.0325
C 2.4434 2.5954 3.5555
C 1.4892 1.7185 2.7428
C 1.0345 0.5340 3.5883
P 2.0924 1.1678 1.0732
C 3.9298 1.2096 0.8822
C 4.5770 2.5782 1.1112
C 4.2840 0.7479 -0.5367
C 1.5067 2.3836 -0.1123
C 1.4230 3.7524 0.1467
C 0.8570 4.6327 -0.7653
C 0.7512 6.0992 -0.4795
C 0.3545 4.0885 -1.9471
C 0.4331 2.7366 -2.2267
C 1.0451 1.8653 -1.3229
N 1.0401 0.4429 -1.5392
C 1.0951 0.0235 -2.8876
C 1.7865 0.7032 -3.8882
C 1.7744 0.2121 -5.1812
C 1.0916 -0.9583 -5.5412
C 1.1135 -1.4518 -6.9554
C 0.4491 -1.6588 -4.5386
C 0.4609 -1.1939 -3.2140
P -0.0194 -2.0180 -1.7563
C -0.8833 -3.5918 -2.0728
C -2.2706 -3.2297 -2.6368
C -0.1805 -4.6455 -2.9352
C 1.2239 -2.9292 0.7851
C 1.6002 -4.1220 -0.0650
C 0.3370 -3.2885 1.9575
H 1.9490 2.8813 4.4838
H 2.7315 3.5082 3.0391
H 3.3481 2.0488 3.8227
H 0.6111 2.3228 2.4858
H 1.8582 -0.1517 3.7732
H 0.2175 -0.0247 3.1238
H 0.6809 0.8957 4.5540
H 4.3211 0.4944 1.6088
H 4.0879 3.3578 0.5256
H 5.6108 2.5257 0.7674
H 4.5991 2.8763 2.1533
H 4.0210 1.5197 -1.2627
H 3.7939 -0.1760 -0.8469
H 5.3608 0.5915 -0.5982
H 1.7892 4.1402 1.0898
H 1.3842 6.3835 0.3591
H -0.2757 6.3752 -0.2345
H 1.0505 6.6894 -1.3446
H -0.1233 4.7391 -2.6687
H 0.0008 2.3691 -3.1447
H 2.3287 1.6098 -3.6636
H 2.3157 0.7561 -5.9451
H 1.0977 -0.6237 -7.6616
H 0.2576 -2.0910 -7.1640
H 2.0198 -2.0296 -7.1434
H -0.0574 -2.5825 -4.7792
H -1.0340 -3.9914 -1.0649
H -2.1969 -2.7771 -3.6253
H -2.8219 -2.5452 -1.9895
H -2.8539 -4.1463 -2.7268
H -0.3505 -4.4628 -3.9936
H -0.6032 -5.6234 -2.7072
H 0.8936 -4.6967 -2.7669
H 2.6688 -1.7433 -0.0292
H 0.7551 -4.7398 -0.3615
H 2.2541 -4.7575 0.5418
H 2.1705 -3.8339 -0.9510
H -0.5774 -3.7926 1.6380
H 0.0738 -2.4324 2.5835
H 0.8717 -4.0024 2.5935
N -5.8244 1.2940 2.8942
C -4.8188 0.9867 2.4359
C -3.5636 0.6016 1.8603
C -2.6336 1.5639 1.4849
C -1.4324 1.1486 0.9448
N -1.1357 -0.1466 0.7577
C -2.0538 -1.0703 1.0880
C -3.2672 -0.7443 1.6541
H -2.8353 2.6178 1.6089
H -0.6909 1.8686 0.6290
H -1.7981 -2.1000 0.8829
H -3.9719 -1.5202 1.9144
C 2.2521 -1.9592 1.0292
C 3.3881 -2.0313 1.9769
C 4.6899 -1.9672 1.4843
C 5.7737 -2.1156 2.3365
C 5.5737 -2.3383 3.6889
C 4.2802 -2.4344 4.1853
C 3.1936 -2.2925 3.3361
H 4.8620 -1.8224 0.4234
H 6.7777 -2.0693 1.9370
H 6.4190 -2.4552 4.3521
H 4.1177 -2.6281 5.2366
H 2.1959 -2.3796 3.7431

These are the Löwdin partial charges, in e, on atoms 1 to 4:
1. Mo 1.2162
2. C -0.0913
3. C -0.5056
4. C -0.1059


# 4
Density functional theory data (the ωB97M-V functional and the def2-TZVPD basis) for a cluster of 2 separate species, C9H16N3O2S in total.

- HOMO: -12.593 eV
- Orbital gap: 8.258 eV
- Net charge: +1
- E: -1065.1591 a.u.
- Energy relative to the best compared isomer or geometry (same formula, charge and spin): 0.0 kcal per mole

Atoms and positions in Å:
C 0.9261 1.8552 1.4836
C 1.1142 2.8989 0.6554
C 0.4822 1.0828 -0.5208
C -1.0025 -3.2781 1.3868
C -1.3531 -2.1298 2.2284
C -1.6519 -2.8005 0.0059
C -1.0723 -1.0345 1.2990
C 0.4641 0.1181 -1.6277
C 0.3306 -0.5636 1.2901
N 0.5196 0.7911 0.7764
N 0.8845 2.3615 -0.6054
N 2.1326 3.4440 -3.2646
O -0.2339 3.2101 -3.2435
O -1.4398 -1.4299 0.0228
S 0.8492 3.5434 -4.1303
H 1.0969 1.8729 2.5403
H 0.0233 -3.3764 1.3592
H -1.5487 -4.0194 1.7430
H -2.4358 -2.2116 2.3233
H -0.7962 -1.9019 3.1037
H -1.2243 -3.2692 -0.8669
H -2.7437 -2.9853 -0.2931
H -1.6798 -0.1944 1.4929
H 1.3490 0.4243 -2.2447
H 0.5538 -0.8731 -1.2670
H -0.4561 0.2545 -2.2976
H 0.9399 -1.3303 0.8076
H 0.5037 -0.5762 2.3652
H 0.9950 2.8399 -1.5937
H 3.0613 3.4779 -3.8008
H 1.4122 3.7996 0.8724

These are the Löwdin partial charges, in e, on atoms 1 to 4:
1. C -0.0208
2. C 0.0170
3. C -0.2468
4. C -0.0964


# 5
Density functional theory data (the ωB97M-V functional and the def2-TZVPD basis) for the molecule C5H8N2O4S.

- HOMO: -9.564 eV
- Orbital gap: 9.450 eV
- Net charge: 0
- E: -1003.8912 a.u.
- Energy relative to the best compared isomer or geometry (same formula, charge and spin): 22.9 kcal per mole
- Structure (SMILES): C=CC1=N[C@@H](CN)OS(=O)(=O)O1

Atoms and positions in Å:
C 1.2601 -0.3171 0.6759
C -0.3670 1.2901 -3.0076
C -0.9408 0.2870 -2.3215
C 0.9345 0.8144 1.7511
C -0.3918 -0.1732 -0.9976
N 0.7316 0.1633 -0.5643
N -0.3478 1.2646 2.0192
O -1.2932 -1.4382 1.7855
O 0.9523 -1.6917 0.8859
O -0.5319 -3.5195 0.6518
O -1.0150 -1.3694 -0.5679
S -0.5422 -2.1077 0.7775
H 2.3751 -0.3442 0.3526
H -0.6908 1.4429 -3.9689
H 0.4080 2.0202 -2.5296
H -1.7208 -0.4416 -2.5600
H 1.3007 0.4632 2.7056
H 1.6150 1.6995 1.2328
H -0.9078 0.6009 2.5646
H -0.8285 1.3567 1.1147

These are the Löwdin partial charges, in e, on atoms 1 to 4:
1. C -0.3355
2. C 0.0563
3. C -0.0657
4. C -0.2531


# 6
Density functional theory data (the ωB97M-V functional and the def2-TZVPD basis) for a structure of composition C2O2S.

- HOMO (alpha / beta): -8.589 / -10.897 eV
- Orbital gap (alpha / beta): 7.938 / 7.058 eV
- <S²>: 2.014
- Net charge: 0
- E: -624.6186 a.u.
- Energy relative to the best compared isomer or geometry (same formula, charge and spin): 52.0 kcal per mole
- Spin multiplicity: 3

Atoms and positions in Å:
C 0.6457 -0.8553 0.0047
C 0.8156 0.4343 -0.2047
O -2.2106 -0.6324 -0.4153
O 0.4245 1.5581 -0.3722
S -0.9974 -0.0706 0.2077

These are the Löwdin partial charges, in e, on atoms 1 to 4:
1. C -0.0566
2. C -0.4994
3. O -0.4719
4. O 0.0593